[1]
This record from OMol25 describes 11 unconnected molecules or ions with the total composition C66H88N2O20S at a distorted geometry. The level of theory is ωB97M-V/def2-TZVPD.

```
! wB97M-V def2-TZVPD RIJCOSX def2/J DEFGRID3
* xyz 0 1
C 4.708 2.468 -3.723
C 3.140 2.247 -3.891
C 2.435 3.044 -2.756
C 0.949 2.740 -2.625
N 0.200 3.913 -1.982
C -1.211 3.409 -1.917
C -2.061 4.647 -2.216
C -1.355 5.223 -3.385
C 0.083 5.117 -2.902
C 0.827 4.243 -0.605
C 0.220 5.316 0.282
C 1.243 5.416 1.468
H 4.875 2.164 -2.672
H 4.876 3.530 -3.874
H 5.373 1.963 -4.423
H 3.038 1.191 -3.659
H 2.864 2.337 -4.927
H 2.567 4.126 -2.806
H 2.982 2.704 -1.862
H 0.789 1.885 -1.963
H 0.534 2.556 -3.595
H -1.430 2.911 -0.949
H -1.354 2.724 -2.733
H -2.170 5.305 -1.322
H -3.099 4.329 -2.592
H -1.596 6.260 -3.581
H -1.541 4.701 -4.320
H 0.480 5.962 -2.400
H 0.740 4.877 -3.746
H 1.841 4.390 -0.829
H 0.743 3.228 -0.151
H -0.764 5.029 0.683
H 0.188 6.263 -0.303
H 1.524 4.484 1.936
H 0.926 6.015 2.320
H 2.247 5.802 1.166
C 1.602 -4.946 7.443
C 0.505 -4.829 6.344
C 0.892 -4.026 5.141
C -0.165 -4.317 4.108
N -0.074 -3.303 2.888
C -0.613 -1.990 3.323
C -2.082 -1.918 3.026
C -2.330 -3.165 2.064
C -0.963 -3.723 1.730
C 1.378 -3.191 2.484
C 2.025 -4.494 1.993
C 3.608 -4.354 1.917
H 1.552 -5.846 8.021
H 1.577 -4.132 8.193
H 2.667 -4.979 7.043
H -0.478 -4.478 6.725
H 0.258 -5.841 5.973
H 1.904 -4.182 4.840
H 0.927 -2.993 5.361
H -1.128 -4.314 4.651
H -0.082 -5.307 3.634
H -0.101 -1.236 2.720
H -0.425 -1.898 4.337
H -2.335 -0.979 2.525
H -2.606 -1.899 3.951
H -2.798 -2.778 1.181
H -2.919 -3.988 2.522
H -0.480 -3.149 0.932
H -0.992 -4.770 1.588
H 1.887 -2.567 3.268
H 1.328 -2.544 1.632
H 1.591 -4.794 1.069
H 1.884 -5.309 2.656
H 3.900 -3.876 2.825
H 3.896 -3.660 1.091
H 4.001 -5.370 1.749
S -0.461 -0.176 0.039
O -1.744 -0.963 0.288
O -0.582 1.177 0.760
O 0.740 -0.815 0.610
O -0.278 -0.051 -1.393
O -0.455 -0.251 5.622
C -1.553 0.238 5.655
O -2.135 1.040 4.767
C -1.448 1.369 3.533
C -1.059 2.828 3.382
C -2.440 -0.002 6.827
H -2.156 1.183 2.742
H -0.540 0.749 3.379
H -0.187 3.128 3.965
H -1.843 3.531 3.475
H -0.703 2.828 2.342
H -3.363 -0.485 6.523
H -2.763 0.936 7.222
H -2.008 -0.730 7.554
O -0.245 3.107 -5.841
C -1.054 2.409 -6.414
O -0.973 1.089 -6.487
C -0.069 0.292 -5.634
C 1.214 -0.080 -6.327
C -2.097 3.018 -7.373
H -0.676 -0.603 -5.398
H 0.176 0.881 -4.771
H 1.011 -0.389 -7.389
H 1.761 -0.934 -5.858
H 1.885 0.756 -6.517
H -2.617 2.271 -8.033
H -1.564 3.766 -7.946
H -2.824 3.594 -6.780
C 2.054 0.359 3.432
C 2.142 1.709 3.193
C 2.341 2.664 4.370
O 2.448 3.828 4.137
C 2.286 2.081 5.745
C 2.256 0.779 5.895
C 2.151 -0.180 4.807
O 2.195 -1.374 5.131
H 1.951 -0.390 2.635
H 1.813 2.140 2.240
H 2.212 2.778 6.557
H 2.325 0.332 6.880
C 3.473 -4.299 -2.294
C 4.224 -3.278 -2.750
C 3.609 -1.900 -2.830
O 4.364 -0.963 -3.015
C 2.196 -1.627 -2.464
C 1.454 -2.623 -1.947
C 2.000 -4.052 -1.914
O 1.241 -4.960 -1.697
H 3.877 -5.309 -2.178
H 5.222 -3.298 -2.958
H 1.733 -0.637 -2.605
H 0.448 -2.470 -1.510
C 6.238 0.541 0.198
C 5.810 1.794 0.054
C 4.369 2.123 0.088
O 4.021 3.276 0.008
C 3.356 1.085 0.203
C 3.770 -0.202 0.164
C 5.220 -0.563 0.100
O 5.675 -1.688 0.069
H 7.222 0.246 0.515
H 6.465 2.670 -0.075
H 2.298 1.368 0.339
H 3.066 -1.044 0.131
C -4.335 -1.238 -2.086
C -3.667 -0.231 -2.574
C -4.044 0.401 -3.823
O -3.440 1.375 -4.238
C -5.305 -0.009 -4.485
C -5.974 -1.066 -4.016
C -5.439 -1.874 -2.914
O -5.987 -2.911 -2.554
H -4.010 -1.706 -1.235
H -2.769 0.165 -2.031
H -5.658 0.591 -5.259
H -7.042 -1.331 -4.337
C -4.014 1.426 0.290
C -3.269 2.499 0.616
C -3.856 3.856 0.699
O -3.128 4.810 0.664
C -5.341 3.986 0.679
C -6.039 2.909 0.422
C -5.493 1.575 0.065
O -6.216 0.656 -0.268
H -3.589 0.496 0.248
H -2.189 2.377 0.672
H -5.911 4.869 0.973
H -7.138 2.977 0.500
C -1.811 -3.175 -2.713
C -2.183 -3.665 -1.554
C -2.288 -5.129 -1.326
O -2.712 -5.651 -0.301
C -1.963 -6.068 -2.440
C -1.636 -5.623 -3.653
C -1.546 -4.087 -3.896
O -1.424 -3.677 -5.013
H -1.684 -2.150 -2.879
H -2.333 -3.005 -0.727
H -2.324 -7.042 -2.316
H -1.348 -6.331 -4.467
*
```

Summary:
- gap between HOMO and LUMO (eV) = 7.0
- E_LUMO (eV) = -1.4
- calculated total energy (eV) = -124626.60693

***

[2]
This record from OMol25 describes a single C5H11NO molecule at a distorted geometry. The level of theory is ωB97M-V/def2-TZVPD.

```
! wB97M-V def2-TZVPD RIJCOSX def2/J DEFGRID3
* xyz 0 1
C -1.050 -1.367 -0.801
C -0.575 0.072 -0.543
C -1.323 0.690 0.954
N 0.860 0.141 -0.418
C 1.363 -0.412 0.829
C 1.555 1.200 -0.971
O 1.170 1.899 -1.888
H -0.945 -1.967 0.107
H -2.111 -1.351 -1.062
H -0.517 -1.888 -1.613
H -0.789 0.682 -1.459
H -1.179 1.780 1.007
H -2.379 0.481 0.792
H -1.183 0.359 2.037
H 0.787 -1.180 1.361
H 2.372 -0.823 0.767
H 1.304 0.458 1.503
H 2.551 1.349 -0.499
*
```

Summary:
- gap between HOMO and LUMO (eV) = 10.1
- E_LUMO (eV) = 0.9
- SMILES = CC(C)N(C)C=O
- calculated total energy (eV) = -8899.85325

***

[3]
This record from OMol25 describes a single C6H12 molecule at a distorted geometry. The level of theory is ωB97M-V/def2-TZVPD.

```
! wB97M-V def2-TZVPD RIJCOSX def2/J DEFGRID3
* xyz 0 1
C 1.834 0.979 -0.370
C 1.298 -0.205 0.432
C 0.189 -0.915 -0.318
C -0.894 -1.672 0.418
C -1.222 -0.346 -0.227
C -1.615 0.946 0.787
H 2.263 0.638 -1.319
H 1.030 1.685 -0.610
H 2.613 1.520 0.177
H 0.918 0.133 1.403
H 2.114 -0.904 0.657
H 0.571 -1.399 -1.231
H -0.871 -1.586 1.502
H -1.177 -2.678 0.084
H -1.959 0.194 -0.754
H -2.425 0.631 1.461
H -2.011 1.876 0.288
H -0.727 1.241 1.321
*
```

Summary:
- gap between HOMO and LUMO (eV) = 11.1
- E_LUMO (eV) = 1.2
- SMILES = CC[C@H]1C[C@H]1C
- calculated total energy (eV) = -6414.10287

***

[4]
This record from OMol25 describes a molecular structure, C11H27NO4Zn at a distorted geometry. The level of theory is ωB97M-V/def2-TZVPD.

```
! wB97M-V def2-TZVPD RIJCOSX def2/J DEFGRID3
* xyz 0 1
Zn -0.210 -17.649 -20.628
C -0.912 -16.439 -24.062
C -1.844 -17.489 -23.507
O -1.276 -17.867 -22.276
H -0.064 -17.002 -24.453
H -0.482 -15.763 -23.323
H -1.330 -15.835 -24.868
H -2.140 -18.350 -24.106
H -2.826 -17.070 -23.288
C 2.379 -15.247 -21.978
C 1.624 -14.934 -20.698
C 0.638 -13.797 -20.828
O 1.084 -16.095 -20.072
H 1.631 -15.472 -22.739
H 3.018 -16.085 -21.700
H 2.916 -14.358 -22.310
H 2.467 -14.604 -20.091
H -0.164 -14.142 -21.479
H 1.043 -12.885 -21.266
H 0.128 -13.694 -19.870
C -3.038 -16.046 -19.964
O -1.806 -16.599 -19.584
C -1.865 -17.175 -18.337
C -0.603 -17.921 -17.967
N -0.239 -18.953 -19.001
C 1.173 -19.303 -18.729
C 1.675 -19.820 -20.198
O 1.413 -18.828 -21.157
C 2.081 -18.989 -22.414
H -2.800 -15.282 -20.704
H -3.698 -15.578 -19.233
H -3.437 -16.936 -20.450
H -2.756 -17.791 -18.209
H -2.115 -16.467 -17.547
H -0.773 -18.361 -16.984
H 0.191 -17.186 -17.835
H -0.818 -19.765 -18.843
H 1.173 -20.070 -17.955
H 1.880 -18.480 -18.622
H 1.295 -20.818 -20.416
H 2.728 -20.009 -19.992
H 3.090 -19.401 -22.390
H 2.186 -18.115 -23.057
H 1.387 -19.776 -22.708
*
```

Summary:
- gap between HOMO and LUMO (eV) = 7.5
- E_LUMO (eV) = 0.1
- calculated total energy (eV) = -69939.44449

***

[5]
This record from OMol25 describes 2 unconnected molecules or ions with the total composition C10H12N2OP at a distorted geometry. The level of theory is ωB97M-V/def2-TZVPD.

```
! wB97M-V def2-TZVPD RIJCOSX def2/J DEFGRID3
* xyz 1 1
C 4.000 2.270 0.385
C 3.603 1.505 1.440
C 3.756 1.960 -0.937
C 2.961 0.276 1.208
C 2.971 0.807 -1.120
C -3.566 0.039 0.989
C -2.240 -0.138 1.419
C -2.552 -1.472 -0.236
C 2.583 -0.045 -0.118
C -4.770 -0.914 -1.018
N -3.703 -0.792 -0.064
N -1.636 -1.001 0.597
O 1.996 -1.209 -0.201
P 1.552 -2.081 -1.506
H 4.468 3.208 0.642
H 3.930 1.761 2.465
H 4.171 2.521 -1.718
H 2.459 -0.337 2.077
H 2.634 0.543 -2.115
H -4.345 0.544 1.450
H -1.742 0.363 2.240
H -2.430 -1.924 -1.161
H -5.164 -1.867 -1.332
H -5.617 -0.290 -0.781
H -4.343 -0.410 -1.903
H 1.022 -3.316 -0.703
*
```

Summary:
- gap between HOMO and LUMO (spin up / spin down) (eV) = 4.1 / 4.1
- E_LUMO (spin up / spin down) (eV) = -7.1 / -7.1
- calculated total energy (eV) = -24870.82852

***

[6]
This record from OMol25 describes 2 unconnected molecules or ions with the total composition C4H11NO2 at a distorted geometry. The level of theory is ωB97M-V/def2-TZVPD.

```
! wB97M-V def2-TZVPD RIJCOSX def2/J DEFGRID3
* xyz 0 1
C 0.435 0.445 0.062
C 0.908 -0.149 1.379
C -0.152 -1.117 1.962
C -1.210 -1.660 1.056
O -2.359 -1.326 1.174
N 1.218 0.823 2.410
H 1.189 1.082 -0.428
H -0.555 0.863 0.180
H 0.425 -0.324 -0.725
H 1.821 -0.780 1.208
H -0.555 -0.656 2.872
H 0.400 -1.992 2.370
H -0.875 -2.206 0.160
H 1.489 0.378 3.273
H 1.957 1.435 2.086
H -1.543 2.304 -6.831
H -0.890 1.379 -5.870
O -1.704 1.502 -6.338
*
```

Summary:
- gap between HOMO and LUMO (eV) = 10.2
- E_LUMO (eV) = 0.8
- SMILES = C[C@@H](N)CC=O.O
- calculated total energy (eV) = -9910.54781